101
Properties=species:S:1:pos:R:3 method="wB97M-V/def2-TZVPD" spin_multiplicity=2 de_lowest_kj_mol=0.00 e_tot_ev=-128268.4884 e_lumo_ev="2.377 / 2.378" s_squared=0.76 charge=-1
Ti -1.189 0.342 -0.055
C 0.213 3.238 1.531
N -0.998 2.388 1.666
C -0.898 1.876 3.075
C -1.868 0.743 3.391
N -1.557 -0.413 2.531
C -0.291 -1.070 2.980
C -2.568 -1.409 2.602
C -3.339 -1.605 3.743
C -4.148 -2.732 3.869
C -4.165 -3.663 2.839
C -3.493 -3.410 1.646
C -2.695 -2.274 1.513
S -1.773 -2.071 0.005
C -2.209 3.192 1.558
C -2.196 4.442 2.159
C -3.346 5.221 2.153
C -4.518 4.741 1.617
C -4.537 3.470 1.097
C -3.367 2.691 0.962
S -3.485 1.168 0.127
H 0.130 3.892 0.646
H 1.121 2.656 1.448
H 0.306 3.896 2.414
H -1.128 2.742 3.718
H 0.155 1.611 3.259
H -2.914 1.024 3.164
H -1.745 0.514 4.442
H -0.426 -1.446 4.013
H 0.527 -0.372 2.979
H 0.003 -1.926 2.333
H -3.209 -0.914 4.594
H -4.728 -2.894 4.754
H -4.741 -4.600 2.953
H -3.548 -4.127 0.816
H -1.326 4.811 2.682
H -3.293 6.166 2.640
H -5.407 5.333 1.675
H -5.492 3.078 0.706
C 2.013 3.715 -1.354
N 1.590 3.157 -2.602
C 2.312 3.021 -3.774
C 1.489 2.403 -4.642
N 0.289 2.143 -4.019
B -0.825 1.636 -4.989
N -2.062 0.961 -4.343
C -3.305 1.102 -4.911
C -4.173 0.305 -4.275
N -3.455 -0.367 -3.322
C -3.959 -1.356 -2.417
C -2.143 0.024 -3.376
S -0.820 -0.533 -2.440
C 0.347 2.595 -2.762
S -0.899 2.637 -1.523
H 2.896 4.291 -1.552
H 2.147 2.922 -0.624
H 1.249 4.384 -0.942
H 3.320 3.360 -3.846
H 1.665 2.085 -5.669
H -0.259 0.867 -5.689
H -1.208 2.575 -5.640
H -3.437 1.848 -5.690
H -5.252 0.189 -4.385
H -4.890 -1.736 -2.795
H -4.082 -0.930 -1.409
H -3.276 -2.202 -2.385
O 2.037 0.494 1.118
B 1.061 0.285 0.062
O 1.921 0.307 -1.143
C 3.186 0.528 -0.788
C 4.309 0.732 -1.574
C 5.520 0.999 -0.889
C 5.613 1.005 0.495
C 4.452 0.810 1.293
C 3.271 0.604 0.599
H 4.266 0.709 -2.669
H 6.418 1.143 -1.532
H 6.564 1.271 0.941
H 4.465 0.883 2.384
C 3.205 -4.180 -2.300
C 2.442 -2.981 -1.745
P 2.190 -2.854 0.100
C 1.643 -4.651 0.358
C 0.770 -4.859 1.580
C 3.994 -2.943 0.669
C 4.183 -2.880 2.183
H 3.389 -4.014 -3.364
H 2.649 -5.128 -2.184
H 4.199 -4.270 -1.853
H 1.444 -2.889 -2.189
H 2.933 -2.049 -2.042
H 2.478 -5.331 0.338
H 1.031 -4.889 -0.543
H 1.319 -4.736 2.516
H 0.355 -5.881 1.573
H -0.074 -4.178 1.541
H 4.481 -2.043 0.234
H 4.515 -3.791 0.271
H 3.782 -1.941 2.556
H 5.214 -2.970 2.484
H 3.650 -3.720 2.649